[1]
The following is a quantum chemistry calculation of 2 unconnected molecules or ions with the total composition C4H11N2 in a non-equilibrium geometry, from the OMol25 dataset.

Geometry as XYZ:
```
17
Properties=species:S:1:pos:R:3:forces:R:3
C 0.012853 0.973011 -0.980730 -0.7 0.7 -1.2
C 0.693522 0.673940 0.295903 2.8 -2.6 -1.5
C -0.620794 -0.060958 -0.051528 7.0 -0.9 -2.9
C -0.363607 -1.533587 -0.435124 -3.3 0.0 3.8
N 2.548434 -0.133742 0.327452 -5.5 -0.6 0.3
N -1.743721 0.255285 0.701586 -1.0 0.5 0.5
H -0.586039 1.944998 -1.025882 1.3 -1.1 -0.2
H 0.519649 0.656046 -1.947038 -1.1 0.3 1.3
H 0.743996 1.455996 0.948802 0.0 1.7 2.1
H -0.275586 -2.177657 0.512537 -0.1 0.9 -1.0
H 0.517862 -1.708131 -0.924997 2.0 0.0 -1.6
H -1.261843 -1.888179 -0.914779 0.0 -0.5 -0.8
H 2.988449 0.503097 -0.266995 0.8 1.5 -1.1
H 2.797617 0.078992 1.275859 0.1 0.3 0.6
H -1.791741 -0.591501 1.270992 -1.0 0.6 1.2
H -2.541073 0.358727 0.102496 -1.1 -0.4 -0.4
H -1.637976 1.193671 1.111446 0.0 -0.7 0.9
```
Forces are in eV/Å.

Summary:
Energy relative to the best compared isomer or geometry (same formula, charge and spin) ... 494.7 kJ/mol
Orbital gap ... 10.02 eV
E_HOMO ... -13.80 eV
LUMO ... -3.78 eV
Total charge ... +1
DFT total energy ... -268.11648 a.u.

The Löwdin scheme yields these atomic charges, measured in e: C -0.0574; C -0.0564; C -0.4946; C 0.0093; N 0.1217; N 0.2687; H 0.1390; H 0.1516; H 0.0744; H 0.1261; H 0.0560; H 0.0855; H -0.0113; H 0.0102; H 0.1946; H 0.1825; H 0.2003

[2]
The following is a quantum chemistry calculation of 2 unconnected molecules or ions with the total composition C4H11N2 in a non-equilibrium geometry, from the OMol25 dataset.

Geometry as XYZ:
```
17
Properties=species:S:1:pos:R:3:forces:R:3
C -0.311456 1.405361 0.675216 -2.8 1.4 0.5
C 0.841315 0.715249 0.340331 1.5 -0.6 -0.3
C -2.516282 2.577933 1.120668 -1.6 0.9 0.3
C 1.672367 -2.349147 -1.358499 0.1 -0.1 -0.1
N -1.317461 1.931677 0.890628 3.0 -1.6 -0.6
N 0.517171 -1.984365 -0.531173 -0.2 -0.4 0.1
H 1.357549 1.227548 -0.473488 0.0 0.1 0.0
H 1.509994 0.633415 1.196849 0.0 0.1 0.1
H 0.605859 -0.351099 -0.023301 -0.1 0.2 0.1
H -3.313716 1.840280 1.229176 0.1 0.1 0.0
H -2.443855 3.177685 2.028813 0.0 -0.1 -0.1
H -2.738935 3.231236 0.273799 0.0 -0.1 0.1
H 1.762114 -3.427139 -1.508481 0.0 0.1 0.0
H 2.579400 -1.992397 -0.873285 0.1 0.0 -0.1
H 1.576542 -1.870604 -2.330244 0.1 0.0 0.0
H -0.340104 -2.260057 -0.998992 0.0 0.0 0.1
H 0.559496 -2.505574 0.341984 -0.1 0.0 -0.1
```
Forces are in eV/Å.

Summary:
Energy relative to the best compared isomer or geometry (same formula, charge and spin) ... 203.3 kJ/mol
Orbital gap ... 10.37 eV
E_HOMO ... -13.34 eV
LUMO ... -2.98 eV
Total charge ... +1
DFT total energy ... -268.22746 a.u.

The Löwdin scheme yields these atomic charges, measured in e: C 0.0315; C -0.0122; C -0.0189; C -0.1435; N 0.1438; N -0.0931; H 0.1238; H 0.1215; H 0.0689; H 0.1174; H 0.1179; H 0.1200; H 0.0800; H 0.0768; H 0.0797; H 0.0916; H 0.0948

[3]
The following is a quantum chemistry calculation of a molecular structure, C4H11N2O in a non-equilibrium geometry, from the OMol25 dataset.

Geometry as XYZ:
```
18
Properties=species:S:1:pos:R:3:forces:R:3
N 0.565935 1.617908 -2.092783 -0.9 -0.2 -0.7
C -0.339911 1.503971 -0.927100 0.0 1.1 -1.3
C -1.457164 0.498861 -1.175255 0.3 0.2 1.5
N -1.246974 -0.592504 -1.804239 0.1 -0.7 -0.3
C 1.754616 -0.925235 1.299715 0.0 0.0 -0.5
C 0.486075 -0.620735 2.126801 0.0 -0.2 -0.1
O -0.201347 -1.686462 2.525944 0.0 -0.2 0.0
H 0.065624 2.189771 -2.784154 0.3 0.2 0.4
H 0.466761 0.713841 -2.568272 0.5 -0.2 0.4
H 0.230395 1.232297 -0.048614 -0.1 -0.3 0.3
H -0.766739 2.479599 -0.743059 -0.2 0.4 0.3
H -2.408432 0.635131 -0.612709 -0.1 0.6 -0.1
H -1.000178 -0.672898 -0.672866 0.0 -1.1 -0.4
H 2.432625 -1.560494 1.874625 -0.1 0.0 0.1
H 1.515483 -1.461311 0.376894 -0.1 -0.1 -0.1
H 2.304263 -0.013915 1.026171 0.0 0.1 0.0
H 0.906131 0.028877 2.922803 -0.1 0.3 0.7
H -0.155552 0.106363 1.540080 0.2 0.1 -0.2
```
Forces are in eV/Å.

Summary:
Energy relative to the best compared isomer or geometry (same formula, charge and spin) ... 461.0 kJ/mol
Orbital gap ... 5.77 eV
E_HOMO ... -2.42 eV
LUMO ... 3.35 eV
Total charge ... -1
DFT total energy ... -343.59560 a.u.

The Löwdin scheme yields these atomic charges, measured in e: N -0.0242; C -0.2637; C -0.3044; N 0.0090; C -0.1577; C -0.6523; O -0.3677; H 0.0520; H 0.0382; H 0.0741; H 0.0943; H 0.1106; H 0.1492; H 0.0482; H 0.0438; H 0.0424; H 0.0613; H 0.0471

[4]
The following is a quantum chemistry calculation of 2 unconnected molecules or ions with the total composition C4H11N2O in a non-equilibrium geometry, from the OMol25 dataset.

Geometry as XYZ:
```
18
Properties=species:S:1:pos:R:3:forces:R:3
C -0.390745 -0.549783 0.372381 -4.1 0.6 5.3
C 0.910071 -0.702188 1.056252 0.7 -2.1 -0.9
C 2.040856 -0.318614 0.082851 0.1 0.5 -3.2
N 1.917643 0.905332 -0.700558 0.0 2.3 1.1
N -1.224215 0.591881 0.526244 4.2 1.1 -0.6
C -2.319537 0.629626 -0.438872 -1.7 -0.9 -0.3
O -3.056606 -0.476161 -0.350850 0.2 0.8 -0.3
H -1.056059 -1.428129 0.417294 0.3 0.4 -0.4
H -0.126054 -0.497380 -0.718253 0.7 -0.1 -4.4
H 0.961648 -0.164344 1.975642 -0.1 0.5 0.7
H 1.009923 -1.826314 1.240675 0.0 1.4 0.2
H 1.640750 -0.525612 -0.960621 1.2 -3.5 1.0
H 3.102393 -0.556327 0.384096 -1.1 -0.2 0.2
H 2.033050 1.690956 -0.074752 0.3 1.0 0.4
H -0.116161 -0.700123 -1.576509 0.1 0.7 0.7
H -0.642891 1.517709 0.517772 -1.0 -2.2 0.0
H -1.891193 0.769883 -1.502555 0.6 -0.2 0.5
H -2.792870 1.639581 -0.250236 -0.2 -0.4 0.1
```
Forces are in eV/Å.

Summary:
Energy relative to the best compared isomer or geometry (same formula, charge and spin) ... 795.7 kJ/mol
Orbital gap ... 5.62 eV
E_HOMO ... -2.92 eV
LUMO ... 2.69 eV
Total charge ... -1
DFT total energy ... -343.46811 a.u.

The Löwdin scheme yields these atomic charges, measured in e: C -0.2945; C -0.1964; C -0.4407; N -0.1896; N 0.0045; C -0.5745; O -0.3053; H 0.1321; H 0.0042; H 0.0938; H 0.1198; H 0.0297; H 0.0868; H -0.0821; H 0.2646; H 0.1570; H 0.1025; H 0.0880

[5]
The following is a quantum chemistry calculation of 2 unconnected molecules or ions with the total composition C4H11N2O in a non-equilibrium geometry, from the OMol25 dataset.

Geometry as XYZ:
```
18
Properties=species:S:1:pos:R:3:forces:R:3
C -0.847890 0.319551 -0.440316 0.5 4.9 1.5
N 1.673513 -1.961156 0.198081 0.8 -0.9 -0.7
C 2.226583 -0.730105 -0.058133 1.0 -0.7 -0.6
O 1.963107 -0.433139 -1.535144 0.6 2.6 1.5
C -1.274130 0.786508 0.865560 4.3 4.3 -1.0
C -2.464866 -0.046929 0.241180 -2.7 -2.0 0.0
N -1.526772 2.202099 0.843255 -0.8 0.3 0.8
H -0.300508 -0.503146 -0.568585 1.4 -4.3 -0.6
H -0.545455 1.200774 -1.092890 -1.8 -1.3 0.2
H 1.088895 -1.830012 0.961265 -1.7 -0.2 1.8
H 3.355975 -0.742001 0.187133 -0.8 0.5 -1.1
H 1.814287 0.104698 0.511419 -0.2 0.5 -0.2
H -0.666969 0.359267 1.696876 -1.3 -0.6 -0.2
H -3.280583 0.252567 1.020537 1.7 -0.4 -1.2
H -2.936282 0.402221 -0.660866 0.3 -0.2 0.2
H -2.379909 -1.205528 0.190556 -0.2 2.1 0.2
H 2.117622 -1.264429 -1.922961 0.1 -1.8 -0.6
H -0.837298 3.029942 1.019574 -1.0 -3.2 -0.2
```
Forces are in eV/Å.

Summary:
Energy relative to the best compared isomer or geometry (same formula, charge and spin) ... 782.9 kJ/mol
Orbital gap ... 5.04 eV
E_HOMO ... -2.19 eV
LUMO ... 2.85 eV
Total charge ... -1
DFT total energy ... -343.47298 a.u.

The Löwdin scheme yields these atomic charges, measured in e: C 0.0217; N -0.1537; C -0.5361; O -0.1852; C -0.5746; C -0.0922; N -0.1544; H 0.0058; H 0.1426; H -0.1195; H 0.0693; H 0.0608; H 0.1443; H 0.1551; H 0.1056; H 0.1320; H -0.0061; H -0.0153

[6]
The following is a quantum chemistry calculation of 2 unconnected molecules or ions with the total composition C4H11N2O, from the OMol25 dataset.

Geometry as XYZ:
```
18
Properties=species:S:1:pos:R:3:forces:R:3
C -0.793648 2.818166 0.824707 0.0 0.1 0.0
C -0.841926 1.548523 1.229661 0.2 0.0 0.1
N -1.977176 0.867133 1.614713 -0.2 -0.1 0.4
H -1.670824 3.454223 0.736435 0.0 0.0 0.0
H 0.174010 3.215440 0.558259 0.0 0.1 0.0
H 0.081188 0.952710 1.299822 0.1 0.0 -0.3
H -2.876811 1.236885 1.361240 0.0 0.0 -0.1
H -1.909658 -0.134640 1.640367 0.0 0.0 -0.1
C 1.008447 -0.437349 -0.649630 0.2 -0.2 0.1
O 1.555553 -0.093903 0.527175 -0.1 0.0 0.2
C 0.886327 -1.959696 -0.856264 0.0 -0.1 0.2
N 0.270694 -2.289930 -2.158035 0.0 0.0 0.0
H -0.021718 -0.042307 -0.830160 -0.1 0.1 0.0
H 1.602777 -0.070796 -1.529407 0.0 0.0 -0.2
H 1.886736 -2.389837 -0.738893 0.1 0.0 0.0
H 0.287268 -2.367006 -0.030557 -0.1 0.1 -0.2
H 0.702703 -1.680562 -2.847949 -0.1 0.0 0.0
H 0.508837 -3.235205 -2.436466 0.0 0.0 0.0
```
Forces are in eV/Å.

Summary:
Energy relative to the best compared isomer or geometry (same formula, charge and spin) ... 136.3 kJ/mol
Orbital gap ... 6.84 eV
E_HOMO ... -2.64 eV
LUMO ... 4.20 eV
Total charge ... -1
DFT total energy ... -343.71928 a.u.

The Löwdin scheme yields these atomic charges, measured in e: C -0.0632; C -0.3286; N 0.0310; H 0.0188; H 0.0258; H 0.0662; H 0.0673; H 0.0710; C -0.5604; O -0.3599; C -0.3197; N -0.0511; H 0.0777; H 0.0801; H 0.0867; H 0.0892; H 0.0378; H 0.0314